1.
{"formula": "C3H13NO4", "method": "ωB97M-V with the def2-TZVPD basis set", "homo_ev": -9.2, "relative_energy_kj_mol": 140.6, "orbital_gap_ev": 9.84, "symbols": ["O", "C", "C", "C", "N", "H", "H", "H", "H", "H", "H", "H", "H", "H", "O", "H", "H", "O", "H", "H", "O"], "coordinates": [[-1.181, 1.234, 0.944], [-1.629, 0.261, 1.502], [-1.006, -1.135, 1.347], [-2.106, -2.170, 1.238], [-0.118, -1.203, 0.219], [-2.358, 0.439, 2.318], [-0.426, -1.198, 2.277], [-2.889, -2.060, 1.989], [-1.714, -3.186, 1.316], [-2.578, -2.144, 0.253], [0.509, -0.414, 0.218], [-0.596, -1.211, -0.665], [1.215, 1.670, 0.350], [2.137, 2.867, 0.181], [2.154, 1.905, 0.259], [1.064, 0.351, -2.770], [-0.451, 0.335, -2.679], [0.330, -0.170, -2.412], [3.958, 1.946, -2.241], [2.676, 1.789, -1.384], [3.009, 2.093, -2.258]], "forces_ev_per_a": [[-0.1482, -0.0293, -0.2964], [0.9769, 0.4753, 0.6018], [-0.8030, 0.8933, -0.5942], [-0.0061, -0.7806, 0.0691], [0.3552, -0.4846, 0.6568], [-0.3176, -0.3918, -0.1769], [-0.0695, -0.4341, 0.0781], [0.0578, 0.1219, 0.0452], [0.1318, 0.1054, 0.1568], [-0.0163, 0.3148, -0.0031], [0.1023, -0.0029, -0.2167], [-0.0859, 0.0625, -0.1418], [0.1131, 0.0230, 0.0392], [0.0580, -0.0052, 0.1016], [-0.5587, 0.0254, 0.2418], [0.0459, -0.1341, 0.1061], [0.1669, -0.1351, 0.0798], [-0.0845, 0.4810, -0.3691], [-0.0248, -0.0535, -0.0066], [0.3373, 0.1532, -0.3659], [-0.2305, -0.2045, -0.0055]], "mulliken_charge": [-0.46, -0.07, 0.37, -1.37, -0.52, 0.35, 0.25, 0.37, 0.33, 0.36, 0.14, 0.26, 0.33, 0.34, -0.71, 0.30, 0.31, -0.63, 0.31, 0.41, -0.69]}

=====

2.
{"formula": "C3H13NO4", "method": "ωB97M-V with the def2-TZVPD basis set", "total_charge": 1, "homo_ev": [-14.5, -14.5], "multiplicity": 2, "relative_energy_kj_mol": 153.7, "orbital_gap_ev": [10.02, 5.45], "symbols": ["C", "C", "C", "O", "N", "H", "H", "H", "H", "H", "H", "H", "H", "H", "O", "H", "H", "O", "H", "H", "O"], "coordinates": [[-1.181, 0.206, 0.297], [-1.842, 1.030, -0.813], [-2.108, 0.068, -1.996], [-1.096, -0.440, -2.460], [0.139, -0.154, 0.016], [-1.970, -0.663, 0.414], [-1.341, 0.788, 1.330], [-1.319, 1.954, -1.095], [-2.868, 1.344, -0.514], [-3.052, -0.084, -2.523], [0.269, -0.794, -0.704], [0.700, 0.529, -0.226], [2.058, 1.857, 2.773], [2.210, 0.970, 1.561], [2.289, 1.860, 1.794], [1.639, -1.447, -2.866], [2.301, -2.678, -2.211], [2.150, -1.698, -2.024], [0.506, -0.506, 2.546], [1.361, -1.520, 3.395], [1.154, -0.621, 3.307]], "forces_ev_per_a": [[-3.4598, -0.8282, 3.0607], [-2.6184, 0.8412, -0.4810], [3.8277, 0.4258, -0.8077], [-1.3427, -0.1074, 0.5822], [-4.2097, -2.3465, 0.9600], [2.3403, 0.9564, -0.0431], [0.8652, -0.7893, -2.2117], [0.0881, -0.4906, -0.2929], [0.7975, 0.0582, 0.5191], [-0.4821, 0.1433, 0.3804], [0.4013, -2.9684, -1.2870], [4.0279, 5.1485, -0.5070], [0.5407, 0.0267, -1.7600], [0.2092, -2.3634, -0.3352], [-0.7162, 2.1929, 2.1443], [1.1982, -0.3280, 1.7332], [-0.0924, 1.8447, 0.6223], [-1.3592, -1.3815, -2.2816], [1.3166, -0.6897, 1.7191], [0.3025, -2.0874, 0.0334], [-1.6347, 2.7428, -1.7476]], "mulliken_charge": [-0.45, -0.57, 0.05, -0.36, -0.07, 0.33, 0.35, 0.38, 0.34, 0.42, 0.30, 0.27, 0.35, 0.30, -0.64, 0.34, 0.35, -0.68, 0.28, 0.32, -0.60]}

=====

3.
{"formula": "C3H14IrN3O", "method": "ωB97M-V with the def2-TZVPD basis set", "total_charge": 1, "homo_ev": [-8.9, -14.0], "multiplicity": 6, "relative_energy_kj_mol": 0.0, "orbital_gap_ev": [5.97, 7.68], "symbols": ["C", "Ir", "N", "H", "H", "H", "H", "H", "H", "H", "H", "C", "N", "C", "N", "O", "H", "H", "H", "H", "H", "H"], "coordinates": [[-1.508, 1.160, -2.756], [-0.237, 0.812, -1.356], [0.625, -1.031, -1.751], [-1.474, 1.383, -0.505], [0.478, 2.180, -1.525], [-1.850, 2.211, -2.534], [-2.245, 0.375, -2.745], [-0.878, 1.250, -3.675], [0.131, -1.689, -1.143], [1.630, -1.068, -1.552], [0.463, -1.256, -2.722], [1.988, -0.216, 2.611], [0.574, -0.554, 2.508], [-0.089, -0.402, 1.358], [-1.426, -0.656, 1.340], [0.603, -0.088, 0.337], [2.411, 0.200, 1.685], [2.551, -1.117, 2.872], [2.101, 0.525, 3.407], [0.059, -0.854, 3.321], [-2.031, -0.280, 0.620], [-1.876, -0.883, 2.207]], "forces_ev_per_a": [[-2.0709, 1.1611, -2.6909], [2.5268, 1.4033, -0.2218], [0.8839, -2.6447, -0.8038], [-2.1379, 0.0842, 2.2136], [2.1454, 2.4720, -0.2195], [-0.2405, -1.0593, -0.2453], [-0.8835, 0.2718, -0.7595], [-0.4710, -0.3776, 0.1867], [0.4317, -0.1899, -0.4267], [-0.3301, -0.0903, -0.0525], [0.1041, -0.4226, -0.3111], [0.5064, -0.1513, 0.5792], [-0.3076, 0.2287, -0.7320], [0.0807, -0.3929, 1.0167], [0.6594, -0.0554, -0.2130], [-0.9931, -0.3151, 2.1449], [-0.5755, -0.2240, 0.3670], [0.0243, 0.2031, 0.0062], [0.1289, -0.1285, -0.1181], [0.2075, 0.1260, 0.1135], [0.3947, 0.0996, -0.0113], [-0.0838, 0.0015, 0.1776]], "mulliken_charge": [-1.30, 0.91, -0.81, -0.28, -0.22, 0.36, 0.47, 0.37, 0.35, 0.35, 0.33, -0.82, -0.18, 0.87, -0.35, -0.54, 0.28, 0.31, 0.31, 0.18, 0.20, 0.22]}

=====

4.
{"formula": "C3H14KN2O10", "method": "ωB97M-V with the def2-TZVPD basis set", "total_charge": -1, "homo_ev": -4.9, "orbital_gap_ev": 6.80, "symbols": ["K", "N", "O", "O", "O", "N", "O", "O", "O", "O", "H", "H", "O", "H", "H", "O", "H", "H", "C", "C", "C", "O", "H", "H", "H", "H", "H", "H", "H", "H"], "coordinates": [[1.262, 0.772, -1.172], [-1.895, -1.453, -2.601], [-2.948, -0.776, -2.486], [-0.826, -1.062, -2.048], [-1.927, -2.553, -3.182], [1.836, 2.346, 1.714], [2.761, 2.389, 0.870], [2.116, 2.547, 2.925], [0.714, 1.881, 1.437], [3.640, -0.805, -1.065], [3.363, -1.728, -1.034], [4.270, -0.713, -0.341], [-0.627, 2.698, -1.764], [-1.571, 2.773, -1.944], [-0.377, 3.551, -1.393], [2.205, -0.266, -3.675], [3.072, -0.596, -3.931], [1.951, 0.331, -4.387], [-1.054, -1.539, 1.018], [-1.976, -0.747, 1.900], [-1.283, -0.544, 3.267], [-2.376, 0.478, 1.308], [-0.752, -2.468, 1.507], [-0.145, -0.988, 0.782], [-1.636, -1.773, 0.128], [-2.894, -1.313, 2.078], [-0.384, 0.057, 3.107], [-1.019, -1.514, 3.690], [-1.926, -0.011, 3.971], [-1.576, 1.025, 1.318]], "forces_ev_per_a": [[-0.3876, -0.1386, 0.1190], [-0.7488, -0.1583, 0.6392], [0.8856, -0.0824, -0.2082], [-0.0424, 0.2238, -0.4705], [0.2776, 0.2756, -0.0724], [1.5088, -1.6510, 2.5884], [-0.6280, 0.4068, -0.7911], [-0.4064, 0.6387, -1.0854], [-0.5772, 0.3440, -1.0526], [0.0873, -0.1760, 0.0613], [-0.0464, 0.0591, -0.0339], [-0.0956, 0.1090, 0.0126], [0.1321, 0.3245, -0.1229], [0.0094, -0.3060, 0.0423], [-0.0338, -0.0900, 0.1038], [0.0897, 0.2280, -0.1101], [0.0103, 0.0165, 0.1373], [-0.1265, -0.1299, -0.0122], [-0.6064, -0.4756, -0.4471], [0.3201, -0.0707, 1.4464], [-0.4446, 0.4253, -0.4326], [0.4353, 0.0678, 0.2807], [-0.0647, -0.0395, 0.0221], [-0.0692, 0.1362, -0.1317], [0.5866, -0.0429, -0.2958], [-0.0554, 0.0181, -0.1977], [0.0937, -0.0647, 0.1376], [0.0798, 0.0102, 0.0513], [-0.0134, -0.0133, -0.0106], [-0.1700, 0.1555, -0.1670]], "mulliken_charge": [0.89, 0.80, -0.61, -0.51, -0.64, 0.83, -0.65, -0.63, -0.53, -0.58, 0.32, 0.27, -0.53, 0.27, 0.27, -0.52, 0.27, 0.28, -0.69, 0.26, -1.14, -0.53, 0.41, -0.03, 0.14, 0.32, 0.22, 0.37, 0.31, 0.35]}

=====

5.
{"formula": "C3H14N2O2", "method": "ωB97M-V with the def2-TZVPD basis set", "homo_ev": -8.7, "relative_energy_kj_mol": 94.1, "orbital_gap_ev": 9.13, "symbols": ["N", "C", "C", "C", "N", "H", "H", "H", "H", "H", "H", "H", "H", "H", "H", "H", "H", "O", "H", "H", "O"], "coordinates": [[1.470, -0.092, -0.208], [0.233, -0.307, -0.946], [-1.058, 0.012, -0.150], [0.224, 0.581, -2.204], [1.303, 0.274, -3.151], [1.292, 0.797, 0.277], [1.489, -0.770, 0.561], [0.106, -1.347, -1.315], [-1.438, 1.016, -0.403], [-1.889, -0.601, -0.510], [-0.778, -0.081, 0.891], [0.321, 1.671, -1.908], [-0.730, 0.461, -2.712], [1.077, -0.560, -3.668], [2.220, 0.138, -2.753], [-0.381, 0.956, 3.143], [0.730, 0.387, 3.958], [0.577, 0.817, 3.105], [-2.066, -1.727, 2.764], [-0.874, -0.825, 2.544], [-1.828, -0.799, 2.688]], "forces_ev_per_a": [[-0.5722, -0.0293, 0.6372], [-1.4935, 0.2225, -1.1570], [0.4412, 0.3753, -1.0462], [1.4375, 0.4334, 0.3109], [-0.5817, 0.2056, -0.5288], [0.5420, -0.2033, -0.0906], [0.2196, 0.2123, -0.2713], [0.7055, 0.3580, 0.3571], [0.5214, 0.0533, 0.5229], [0.1645, -0.4310, 0.6607], [-0.7994, 0.0682, -0.1145], [-0.1906, -1.1035, -0.1369], [-0.0555, 0.0746, -0.1062], [0.0064, -0.1386, -0.1122], [-0.1621, 0.1252, 0.5246], [0.1259, 0.2919, -0.1483], [0.2905, 0.1193, -0.1181], [-0.4588, -0.3225, 0.3242], [-0.2191, -0.0511, 0.0558], [-0.0337, -0.0417, 0.0591], [0.1122, -0.2186, 0.3775]], "mulliken_charge": [-0.70, 0.38, -1.03, -0.86, -0.62, 0.30, 0.28, 0.28, 0.31, 0.39, 0.08, 0.34, 0.36, 0.23, 0.26, 0.37, 0.32, -0.66, 0.30, 0.33, -0.62]}

=====

6.
{"formula": "C3H14N2O3", "method": "ωB97M-V with the def2-TZVPD basis set", "homo_ev": -9.0, "relative_energy_kj_mol": 70.6, "orbital_gap_ev": 9.65, "symbols": ["C", "C", "N", "C", "N", "H", "H", "H", "H", "H", "H", "H", "H", "H", "H", "O", "H", "H", "O", "H", "H", "O"], "coordinates": [[1.902, 1.494, 0.294], [1.099, 1.046, 1.483], [-0.181, 0.416, 1.091], [-1.333, 0.720, 1.779], [-2.450, 0.582, 1.212], [1.418, 2.255, -0.318], [2.214, 0.680, -0.359], [2.788, 1.984, 0.705], [1.613, 0.338, 2.113], [0.777, 1.881, 2.097], [-0.418, 0.293, 0.096], [-1.102, 1.162, 2.756], [-3.314, 0.831, 1.674], [-1.276, -0.418, -2.037], [-2.191, -0.519, -0.680], [-1.736, 0.037, -1.323], [0.030, -2.216, -2.590], [-1.287, -2.872, -3.058], [-0.504, -2.409, -3.364], [2.050, -2.023, -0.324], [0.695, -1.254, -0.472], [1.205, -2.009, -0.776]], "forces_ev_per_a": [[0.6286, 0.5377, 0.2328], [-1.9141, -0.4277, -0.2832], [-0.1122, -0.2813, -0.4551], [0.6819, 0.6374, -0.1874], [-0.8810, -0.6423, -0.2903], [-0.3336, -0.1458, 0.0920], [0.0122, -0.0832, 0.0673], [0.2263, -0.1524, -0.2593], [0.6072, -0.0845, 0.1450], [0.5811, 0.4068, 0.1892], [0.3077, 0.3661, 0.4036], [-0.4405, -0.1201, 0.1500], [0.4667, 0.1095, 0.5884], [-0.5053, -0.6013, 0.0545], [0.0232, -0.1384, -0.1807], [0.6364, 0.7077, -0.4196], [0.2882, -0.3084, 0.3179], [0.0295, -0.0742, 0.1423], [-0.1651, 0.3346, -0.3272], [-0.0276, 0.1959, 0.1309], [0.1854, 0.0681, 0.4688], [-0.2951, -0.3040, -0.5799]], "mulliken_charge": [-1.09, -0.49, -0.18, -0.07, -0.53, 0.30, 0.28, 0.36, 0.25, 0.41, 0.27, 0.32, 0.20, 0.30, 0.37, -0.73, 0.30, 0.32, -0.65, 0.30, 0.43, -0.68]}

=====

Record-wise E_tot values, in hartree: -477.803984, -477.415536, -465.981340, -1584.458048, -382.663927, -457.912217